(1)
{
  "formula": "C4H10N2O",
  "method": "ωB97M-V with the def2-TZVPD basis set",
  "symbols": ["C", "N", "C", "C", "O", "N", "C", "H", "H", "H", "H", "H", "H", "H", "H", "H", "H"],
  "coordinates": [[-2.009, 0.372, 0.428], [-1.147, 1.336, 0.474], [-0.149, 1.412, -0.467], [1.173, 0.368, 0.261], [1.589, 1.004, 1.403], [0.657, -0.904, 0.474], [0.661, -1.797, -0.675], [-2.802, 0.374, 1.165], [-2.313, -0.070, -0.531], [-0.364, 0.956, -1.444], [0.289, 2.407, -0.526], [1.962, 0.421, -0.489], [0.838, 1.066, 2.009], [-0.374, -0.808, 0.824], [1.677, -1.918, -1.048], [0.288, -2.770, -0.359], [0.025, -1.449, -1.499]],
  "forces_ev_per_a": [[-0.5, 2.2, -0.9], [-0.9, -1.2, 1.2], [2.1, -1.2, 0.1], [-1.9, 1.8, -1.2], [0.2, 0.3, 0.4], [-2.0, -0.6, 0.6], [-0.1, 0.0, -0.1], [0.2, -0.3, 0.5], [0.6, -0.6, 0.1], [0.0, 0.1, 0.0], [0.0, -0.1, -0.1], [0.0, -0.2, 0.1], [0.1, 0.0, -0.1], [2.2, -0.3, -0.5], [0.0, 0.0, 0.0], [0.1, 0.0, 0.0], [0.1, 0.0, -0.1]],
  "mulliken_charge": [-0.512, -0.406, -0.383, -0.367, -0.502, -0.234, -0.875, 0.284, 0.278, 0.317, 0.345, 0.406, 0.406, 0.298, 0.332, 0.311, 0.305],
  "molar_mass_g_mol": 102.137,
  "total_energy_ha": -343.08202,
  "charge": 0,
  "lumo_energy_ev": 0.7,
  "e_homo_ha": -0.3239,
  "smiles": "C=NC[C@@H](O)NC"
}

(2)
{
  "formula": "C37H27BrN6O7S2Ti",
  "method": "ωB97M-V with the def2-TZVPD basis set",
  "symbols": ["Ti", "C", "C", "C", "C", "C", "C", "N", "C", "C", "C", "C", "C", "C", "N", "N", "C", "C", "C", "C", "C", "N", "H", "H", "H", "H", "H", "H", "H", "H", "H", "H", "H", "H", "H", "O", "C", "O", "C", "C", "C", "C", "C", "C", "N", "C", "C", "C", "C", "C", "C", "N", "H", "H", "H", "H", "H", "H", "H", "H", "H", "H", "Br", "C", "C", "C", "C", "C", "C", "C", "O", "O", "H", "H", "H", "H", "O", "S", "O", "O", "S"],
  "coordinates": [[-0.322, -0.211, -0.262], [1.742, 0.094, -5.499], [1.857, 1.197, -4.663], [1.757, 1.033, -3.290], [1.552, -0.231, -2.751], [1.457, -1.337, -3.577], [1.544, -1.166, -4.952], [1.473, -0.323, -1.323], [2.600, -0.435, -0.627], [3.887, -0.744, -1.170], [4.964, -0.811, -0.344], [4.879, -0.564, 1.061], [3.680, -0.230, 1.603], [2.540, -0.168, 0.764], [1.310, 0.273, 1.170], [1.191, 0.676, 2.363], [-0.063, 1.252, 2.621], [-0.206, 1.915, 3.835], [-1.368, 2.623, 4.058], [-2.337, 2.649, 3.063], [-2.119, 1.921, 1.908], [-1.014, 1.204, 1.692], [1.805, 0.217, -6.572], [2.015, 2.185, -5.076], [1.859, 1.885, -2.625], [1.289, -2.315, -3.146], [1.450, -2.029, -5.596], [3.977, -0.929, -2.231], [5.929, -1.057, -0.771], [5.767, -0.628, 1.674], [3.568, -0.017, 2.656], [0.606, 1.882, 4.545], [-1.509, 3.164, 4.984], [-3.251, 3.213, 3.174], [-2.867, 1.905, 1.129], [4.394, -4.005, 4.760], [3.136, -3.702, 5.150], [2.827, -3.796, 6.303], [2.183, -3.231, 4.089], [2.436, -3.325, 2.724], [1.518, -2.866, 1.794], [0.334, -2.316, 2.245], [0.065, -2.207, 3.604], [0.985, -2.674, 4.524], [-0.611, -1.771, 1.310], [-1.825, -2.131, 1.465], [-2.936, -1.404, 0.830], [-4.247, -1.791, 1.020], [-5.237, -1.069, 0.368], [-4.870, -0.007, -0.438], [-3.526, 0.323, -0.554], [-2.585, -0.350, 0.091], [4.501, -3.830, 3.816], [3.343, -3.775, 2.339], [1.693, -2.963, 0.729], [-0.843, -1.720, 3.939], [0.797, -2.603, 5.587], [-2.079, -2.984, 2.094], [-4.475, -2.656, 1.625], [-6.277, -1.347, 0.475], [-5.606, 0.567, -0.984], [-3.185, 1.134, -1.182], [-2.013, 1.029, -3.490], [-1.967, 2.868, -3.114], [-2.713, 3.683, -3.962], [-2.742, 5.055, -3.771], [-2.018, 5.628, -2.732], [-1.271, 4.815, -1.901], [-1.234, 3.427, -2.075], [-0.381, 2.688, -1.103], [0.410, 3.223, -0.369], [-0.654, 1.391, -1.052], [-3.267, 3.229, -4.771], [-3.328, 5.673, -4.438], [-2.030, 6.697, -2.574], [-0.686, 5.233, -1.095], [-2.402, -3.167, -1.062], [-1.234, -2.912, -1.888], [-0.917, -1.326, -1.567], [-1.445, -2.901, -3.308], [0.340, -3.928, -1.276]],
  "forces_ev_per_a": [[0.0, 0.1, -0.8], [0.0, 0.0, 0.0], [-0.1, 0.0, 0.0], [0.1, 0.2, -0.1], [0.1, 0.1, 0.3], [-0.1, -0.1, -0.1], [0.0, 0.0, 0.0], [-0.4, -0.2, 0.3], [0.2, 0.2, -0.1], [-0.2, 0.0, 0.0], [0.2, 0.0, 0.2], [0.0, -0.1, -0.3], [-0.1, -0.1, -0.1], [-0.1, 0.2, 0.3], [0.6, -0.2, 0.3], [-0.3, 0.1, -0.2], [0.4, -0.1, 0.0], [-0.1, 0.0, 0.0], [0.0, 0.0, 0.0], [0.0, 0.0, 0.0], [0.0, -0.1, 0.0], [0.2, -0.1, -0.1], [0.0, 0.0, 0.0], [0.0, 0.0, 0.0], [0.0, 0.0, 0.0], [0.0, 0.0, 0.0], [0.0, 0.0, 0.0], [0.0, 0.0, 0.0], [0.0, 0.0, 0.0], [0.0, 0.0, 0.0], [0.0, 0.0, 0.0], [0.0, 0.0, 0.0], [0.0, 0.0, 0.0], [0.0, 0.0, 0.0], [0.0, 0.0, 0.0], [-0.1, 0.0, -0.1], [0.1, 0.0, 0.0], [0.0, 0.0, 0.0], [0.0, 0.0, 0.1], [0.0, 0.0, -0.1], [0.2, -0.1, 0.0], [-0.1, 0.1, -0.4], [0.0, 0.0, 0.1], [0.0, 0.0, -0.1], [-0.2, 0.2, 0.4], [-0.4, -0.1, -0.2], [0.3, -0.1, 0.1], [-0.1, 0.0, -0.1], [0.0, -0.1, 0.0], [0.0, 0.1, -0.1], [-0.1, -0.1, 0.1], [0.0, -0.2, 0.0], [0.1, 0.0, 0.1], [0.0, 0.0, 0.0], [0.0, 0.0, 0.1], [0.0, 0.0, 0.0], [0.0, 0.0, 0.0], [0.0, 0.1, 0.1], [0.0, 0.0, 0.0], [0.0, 0.0, 0.0], [0.0, 0.0, 0.0], [-0.1, 0.0, 0.1], [0.0, -0.3, -0.7], [-0.2, 0.1, -0.2], [0.0, 0.2, 0.1], [0.1, -0.1, 0.0], [0.0, -0.1, 0.0], [0.0, 0.0, -0.1], [0.2, 0.5, 0.0], [-0.4, -0.5, 0.3], [0.2, 0.1, 0.0], [0.1, 0.6, 0.0], [0.0, 0.0, 0.0], [0.0, 0.0, 0.0], [0.0, 0.0, 0.0], [0.0, 0.0, 0.0], [0.0, -0.1, 0.0], [0.1, 0.4, 0.1], [0.2, -0.5, 0.4], [0.0, -0.1, 0.0], [-0.3, 0.2, -0.1]],
  "mulliken_charge": [-1.451, -0.515, -0.933, 0.230, -1.404, 0.492, -1.004, 1.473, 0.439, -1.261, -0.670, -0.926, -0.472, 1.193, 2.183, -1.540, -0.272, -0.895, -0.470, -1.140, -0.257, 0.735, 0.399, 0.427, 0.505, 0.336, 0.455, 0.529, 0.432, 0.456, 0.520, 0.576, 0.423, 0.486, 0.463, -0.488, 0.523, -0.555, 1.282, -1.216, -0.314, -0.393, 0.097, -1.322, 0.742, -0.553, 0.658, -0.753, -0.750, -1.059, -0.655, 1.200, 0.277, 0.324, -0.080, 0.560, 0.451, 0.538, 0.532, 0.437, 0.501, 0.456, 0.031, 0.358, -1.025, -0.483, -0.731, -0.846, 0.406, -0.043, -0.655, 1.809, 0.457, 0.409, 0.405, 0.507, -0.594, 0.980, 0.075, -0.651, -0.391],
  "molar_mass_g_mol": 859.563,
  "total_energy_ha": -6501.41041,
  "charge": 0,
  "lumo_energy_ev": -1.9,
  "e_homo_ha": -0.2848
}

(3)
{
  "formula": "C40H34ClN6PTb",
  "method": "ωB97M-V with the def2-TZVPD basis set",
  "symbols": ["Tb", "C", "C", "N", "C", "C", "N", "C", "C", "C", "C", "C", "N", "C", "C", "N", "C", "C", "N", "C", "C", "C", "N", "C", "C", "H", "H", "H", "H", "H", "H", "H", "H", "H", "H", "H", "H", "C", "C", "C", "C", "C", "C", "C", "P", "C", "C", "C", "C", "C", "C", "C", "C", "C", "C", "C", "C", "C", "C", "H", "H", "H", "H", "H", "H", "H", "H", "H", "H", "H", "H", "H", "H", "H", "H", "H", "H", "H", "H", "Cl", "C", "H", "H"],
  "coordinates": [[10.861, 8.302, 13.319], [13.750, 7.493, 16.938], [13.124, 7.461, 15.714], [12.229, 8.387, 15.350], [11.917, 9.361, 16.275], [12.673, 9.461, 17.426], [13.508, 8.516, 17.802], [10.768, 10.211, 16.011], [10.296, 11.158, 16.971], [9.274, 12.018, 16.611], [8.815, 11.990, 15.298], [9.273, 11.007, 14.405], [10.286, 10.158, 14.764], [8.730, 10.788, 13.089], [7.735, 11.637, 12.567], [6.980, 11.276, 11.553], [7.391, 10.202, 10.853], [8.512, 9.445, 11.186], [9.139, 9.703, 12.349], [8.649, 13.002, 17.555], [8.612, 12.691, 18.925], [8.025, 13.576, 19.841], [7.496, 14.743, 19.464], [7.608, 15.092, 18.181], [8.166, 14.285, 17.196], [14.400, 6.680, 17.260], [13.316, 6.678, 14.985], [12.583, 10.249, 18.147], [10.694, 11.124, 17.975], [8.027, 12.655, 14.996], [7.400, 12.575, 13.005], [6.717, 9.967, 10.056], [8.925, 8.603, 10.599], [8.984, 11.725, 19.303], [8.017, 13.373, 20.903], [7.234, 16.066, 17.928], [8.182, 14.609, 16.159], [15.448, 7.432, 12.149], [15.899, 8.601, 11.338], [17.265, 8.769, 11.078], [17.740, 9.906, 10.370], [16.797, 10.779, 9.862], [15.399, 10.617, 10.062], [14.936, 9.559, 10.822], [13.163, 9.292, 11.147], [12.271, 10.770, 10.538], [11.265, 10.735, 9.546], [10.706, 11.898, 9.054], [11.040, 13.155, 9.576], [12.005, 13.176, 10.610], [12.556, 11.979, 11.139], [13.614, 12.196, 12.225], [12.638, 8.140, 9.826], [12.744, 8.501, 8.483], [12.089, 7.767, 7.514], [11.289, 6.665, 7.842], [11.148, 6.314, 9.195], [11.846, 7.017, 10.220], [11.635, 6.657, 11.626], [16.349, 7.023, 12.596], [14.930, 6.647, 11.556], [14.746, 7.722, 12.897], [17.972, 7.941, 11.369], [18.825, 10.083, 10.247], [17.101, 11.634, 9.270], [14.690, 11.239, 9.539], [10.769, 9.825, 9.236], [10.006, 11.873, 8.239], [10.611, 14.059, 9.162], [12.247, 14.155, 11.084], [13.286, 12.949, 12.955], [14.527, 12.580, 11.767], [13.957, 11.340, 12.782], [13.380, 9.382, 8.213], [12.229, 7.976, 6.455], [10.777, 6.057, 7.077], [10.571, 5.432, 9.573], [12.545, 6.330, 12.162], [10.943, 5.850, 11.676], [9.837, 5.683, 14.977], [8.959, 7.192, 14.424], [8.667, 7.621, 15.406], [8.095, 6.808, 13.912]],
  "forces_ev_per_a": [[0.3, -2.2, -0.7], [-0.4, 0.9, 1.4], [-0.3, 0.3, -1.0], [-0.4, 0.8, 1.7], [0.8, -1.5, -1.0], [-0.1, -0.6, 0.5], [1.2, -1.5, -1.0], [-0.5, 2.2, 0.0], [0.2, -1.5, -0.8], [-0.3, 1.0, -0.1], [0.1, -1.2, -0.8], [1.5, 0.0, 1.9], [-1.0, 1.2, 0.4], [-0.7, -0.1, -2.2], [-0.3, -0.3, 0.7], [0.9, -0.8, -1.0], [-0.6, 0.3, 0.3], [0.4, 0.1, 0.7], [-0.8, 1.5, 0.5], [0.3, 0.5, 1.0], [-0.2, -0.3, 0.2], [0.2, 0.3, -0.9], [0.4, -0.1, 0.1], [0.1, -0.6, 0.1], [0.1, -1.2, -0.1], [-0.1, 0.3, 0.0], [0.1, 0.0, 0.1], [-0.3, 0.5, 0.0], [-0.1, 0.2, 0.0], [-0.2, 0.1, 0.0], [0.5, -0.2, 0.3], [0.1, -0.4, -0.6], [-0.5, 0.6, 0.2], [-0.2, 0.5, -0.3], [-0.1, -0.2, 0.0], [-0.2, 0.3, -0.1], [0.1, 0.1, 0.2], [0.3, -0.8, -0.9], [-0.5, 1.2, -0.7], [0.2, -0.2, -0.3], [-0.4, -0.7, 0.5], [-0.7, 0.5, -0.2], [1.3, -0.7, -0.2], [1.2, -0.7, 0.4], [-0.6, -0.7, -0.3], [-0.2, -0.2, 0.0], [-0.4, 0.3, 0.4], [0.0, 0.8, 0.3], [1.5, -0.9, 0.8], [-1.2, 0.4, 0.1], [0.8, 2.0, 0.0], [-0.2, 0.5, -0.2], [-0.7, -0.6, 0.6], [0.9, 0.3, -0.1], [0.0, -0.5, -0.8], [-0.3, -0.3, 1.1], [0.3, -0.3, 0.4], [0.1, 0.7, -1.1], [0.2, 0.9, 0.6], [-0.2, -0.4, 0.3], [0.4, 0.4, 0.1], [-0.4, 0.3, 0.8], [-0.8, 1.1, -0.1], [-0.8, -0.2, -0.1], [0.2, 0.0, 0.0], [0.0, 0.4, 0.1], [0.7, -0.3, -0.3], [-0.4, -0.3, -0.1], [0.1, 0.0, 0.1], [0.0, -0.9, -0.4], [-0.1, -0.2, -0.3], [0.0, 0.1, -0.1], [-0.3, -0.6, 0.1], [-0.7, -0.9, 0.1], [0.0, 0.2, 0.2], [0.4, 0.5, 0.4], [0.4, 0.8, -0.9], [0.0, 0.1, -0.2], [-0.6, -0.9, 0.2], [0.6, 0.1, -0.3], [0.6, 0.5, 0.8], [-0.2, 0.0, -0.7], [-0.5, 0.0, -0.1]],
  "mulliken_charge": [0.455, -0.590, -0.209, 0.177, 0.270, -0.373, -0.553, 0.748, -1.161, 0.942, -0.660, 0.269, 0.113, 0.189, -0.674, -0.543, -0.651, -0.184, 0.508, 0.512, -0.561, -0.439, -0.570, -0.338, -0.579, 0.391, 0.554, 0.497, 0.308, 0.491, 0.490, 0.492, 0.473, 0.354, 0.380, 0.397, 0.424, -1.005, 0.429, -0.571, -0.828, -0.713, -0.943, 0.787, 1.328, 0.950, -0.718, -0.810, -0.843, -0.655, 0.638, -2.239, 0.765, -0.206, -0.566, -0.837, -0.594, 0.910, -1.898, 0.538, 0.264, -0.100, 0.321, 0.372, 0.407, 0.553, 0.363, 0.502, 0.452, 0.377, 0.585, 0.412, 0.264, 0.301, 0.431, 0.388, 0.353, 0.189, 0.648, -0.231, -0.801, 0.201, 0.483],
  "molar_mass_g_mol": 824.106,
  "spin_multiplicity": 7,
  "total_energy_ha": -3498.98301,
  "charge": 1,
  "lumo_energy_ev": [-4.5, -4.5],
  "e_homo_ha": [-0.3522, -0.3516]
}